Molecular formula: C46H89BrF4N3O9P
Method: DFT, the ωB97M-V functional and the def2-TZVPD basis

Structure (ORCA input):
```
! wB97M-V def2-TZVPD RIJCOSX def2/J DEFGRID3
* xyz 0 1
C 4.85 3.03 0.42
C 3.82 2.15 0.81
C 2.68 1.23 1.55
C 2.45 -0.23 0.77
C 1.74 0.14 -0.66
C 1.30 -1.12 -1.60
C 2.35 -2.42 -1.46
C 3.79 -2.13 -2.26
C 4.89 -0.99 -1.83
N 4.11 -2.90 -3.38
O -0.08 -1.42 -1.78
C -0.93 -1.74 -0.65
N -0.16 -2.26 0.51
C -0.87 -2.80 1.53
O -1.71 -3.15 2.54
C -1.74 -0.31 -0.36
F -1.45 0.66 -1.48
C -1.34 0.45 1.03
C -1.97 1.99 1.10
C -2.02 -2.87 -1.29
C -1.20 -4.32 -1.44
C -1.85 -5.33 -2.56
C -0.87 -6.68 -2.59
F -1.17 -7.45 -1.32
O -3.27 -2.94 -0.55
C -3.58 -4.21 0.08
N -3.79 -5.40 0.59
O -2.14 -2.46 -2.71
C -3.44 -2.09 -3.17
F -4.10 -0.92 -2.54
Br -3.10 -1.43 -5.08
C -4.50 -3.37 -3.44
C -6.07 -2.84 -3.28
C -6.57 -1.87 -4.50
F -6.61 -0.42 -4.08
P 1.78 -0.51 -3.41
C 1.05 -1.87 -4.55
C 1.04 1.21 -3.76
C 1.25 1.48 -5.40
H 5.60 3.95 0.23
H 2.88 1.09 2.71
H 1.61 1.77 1.47
H 1.81 -0.86 1.51
H 3.50 -0.74 0.69
H 0.89 0.97 -0.51
H 2.59 0.74 -1.25
H 1.92 -3.38 -2.03
H 2.50 -2.77 -0.36
H 5.90 -1.22 -2.39
H 4.55 0.07 -2.25
H 5.17 -0.97 -0.69
H 5.03 -2.62 -3.79
H -2.90 -0.41 -0.35
H -1.89 -0.14 1.91
H -0.20 0.44 1.31
H -2.81 2.18 0.30
H -2.42 2.12 2.20
H -1.09 2.78 1.04
H -0.15 -4.01 -1.91
H -0.94 -4.81 -0.41
H -2.91 -5.74 -2.18
H -1.91 -4.90 -3.64
H -1.26 -7.34 -3.51
H 0.25 -6.38 -2.69
H -4.39 -4.20 -2.59
H -4.35 -3.84 -4.52
H -6.26 -2.39 -2.19
H -6.72 -3.83 -3.35
H -5.96 -1.97 -5.50
H -7.69 -2.15 -4.75
H 1.22 -2.96 -4.11
H 1.55 -1.87 -5.63
H -0.10 -1.64 -4.68
H -0.12 1.27 -3.58
H 1.63 2.10 -3.21
H 0.30 0.95 -5.90
H 2.20 0.95 -5.82
H 1.18 2.60 -5.69
C -5.43 -7.10 -7.46
C -6.08 -6.01 -6.62
O -5.54 -4.71 -6.85
C -5.66 -4.20 -8.18
C -7.10 -4.05 -8.65
H -4.34 -7.09 -7.31
H -5.82 -8.08 -7.18
H -5.62 -6.95 -8.52
H -5.91 -6.23 -5.56
H -7.17 -6.00 -6.76
H -5.08 -4.81 -8.87
H -5.19 -3.21 -8.17
H -7.59 -5.02 -8.73
H -7.13 -3.58 -9.63
H -7.67 -3.45 -7.94
C 1.24 3.45 6.26
C 2.02 3.26 4.97
O 1.37 3.81 3.82
C 1.13 5.21 3.84
C 2.39 6.05 3.94
H 0.23 3.05 6.16
H 1.75 2.94 7.08
H 1.16 4.51 6.53
H 2.13 2.19 4.78
H 3.04 3.67 5.05
H 0.43 5.47 4.64
H 0.62 5.46 2.90
H 2.91 5.89 4.89
H 2.16 7.11 3.86
H 3.09 5.78 3.13
C -1.34 6.16 -0.23
C -2.74 5.61 -0.02
O -3.07 5.39 1.35
C -3.07 6.53 2.20
C -4.06 7.60 1.78
H -0.60 5.52 0.26
H -1.11 6.23 -1.29
H -1.24 7.17 0.20
H -2.81 4.63 -0.52
H -3.50 6.25 -0.50
H -2.05 6.94 2.27
H -3.33 6.18 3.20
H -3.80 8.04 0.81
H -4.07 8.41 2.51
H -5.06 7.19 1.70
C 7.86 2.17 2.98
C 7.95 1.35 1.70
O 8.69 1.98 0.66
C 10.06 2.27 0.95
C 10.89 1.03 1.25
H 7.46 3.17 2.76
H 7.21 1.68 3.70
H 8.84 2.30 3.44
H 6.93 1.20 1.31
H 8.35 0.35 1.90
H 10.14 3.00 1.76
H 10.47 2.75 0.05
H 10.56 0.54 2.17
H 11.94 1.29 1.37
H 10.80 0.30 0.44
C -1.11 -1.37 9.11
C -0.53 -0.27 8.23
O -0.73 1.04 8.74
C -0.17 1.32 10.02
C 1.34 1.18 10.06
H -2.18 -1.18 9.29
H -1.00 -2.34 8.62
H -0.62 -1.42 10.08
H -1.02 -0.31 7.25
H 0.54 -0.44 8.05
H -0.64 0.70 10.79
H -0.43 2.36 10.26
H 1.66 0.15 9.89
H 1.73 1.49 11.03
H 1.81 1.80 9.28
*
```

## Properties
- LUMO energy: -0.0258 Eh
- E_tot: -5961.49851 hartree
- HOMO-LUMO gap: 0.249 hartree
- SMILES: [H]/N=C(\C)C[C@](CCCC#C)(O[C@@](N=C=O)([C@H](F)CC)[C@@](CCCF)(OC#N)O[C@@](F)(Br)CCCF)P(C)CC.CCOCC.CCOCC.CCOCC.CCOCC.CCOCC
- HOMO: -7.49 eV

These are the Löwdin partial charges, in e, on atoms 1 to 99: number 1, C, carries 0.0459; number 2, C, carries -0.0815; number 3, C, carries -0.1968; number 4, C, carries -0.2067; number 5, C, carries -0.1600; number 6, C, carries -0.5002; number 7, C, carries -0.1061; number 8, C, carries -0.3526; number 9, C, carries -0.1009; number 10, N, carries 0.0476; number 11, O, carries -0.1542; number 12, C, carries -0.2627; number 13, N, carries 0.1807; number 14, C, carries -0.0188; number 15, O, carries 0.0203; number 16, C, carries -0.1039; number 17, F, carries -0.0922; number 18, C, carries -0.1751; number 19, C, carries -0.1014; number 20, C, carries -0.2781; number 21, C, carries -0.0758; number 22, C, carries -0.1534; number 23, C, carries -0.1168; number 24, F, carries -0.1554; number 25, O, carries -0.0151; number 26, C, carries -0.1508; number 27, N, carries 0.1633; number 28, O, carries -0.1125; number 29, C, carries -0.6086; number 30, F, carries -0.0665; number 31, Br, carries 0.7314; number 32, C, carries -0.1575; number 33, C, carries -0.1541; number 34, C, carries -0.1456; number 35, F, carries -0.1605; number 36, P, carries 0.9886; number 37, C, carries -0.2796; number 38, C, carries -0.4109; number 39, C, carries -0.1987; number 40, H, carries 0.0677; number 41, H, carries 0.1141; number 42, H, carries 0.1063; number 43, H, carries 0.0963; number 44, H, carries 0.0958; number 45, H, carries 0.1286; number 46, H, carries 0.0940; number 47, H, carries 0.1002; number 48, H, carries 0.1092; number 49, H, carries 0.0843; number 50, H, carries 0.0784; number 51, H, carries 0.0667; number 52, H, carries 0.0245; number 53, H, carries 0.1551; number 54, H, carries 0.1233; number 55, H, carries 0.0830; number 56, H, carries 0.0890; number 57, H, carries 0.0923; number 58, H, carries 0.0811; number 59, H, carries 0.1218; number 60, H, carries 0.1311; number 61, H, carries 0.1144; number 62, H, carries 0.1298; number 63, H, carries 0.1307; number 64, H, carries 0.1277; number 65, H, carries 0.1044; number 66, H, carries 0.1067; number 67, H, carries 0.1347; number 68, H, carries 0.1222; number 69, H, carries 0.0895; number 70, H, carries 0.1224; number 71, H, carries 0.0500; number 72, H, carries 0.0634; number 73, H, carries 0.0075; number 74, H, carries 0.0770; number 75, H, carries 0.0965; number 76, H, carries 0.0760; number 77, H, carries 0.0640; number 78, H, carries 0.0727; number 79, C, carries -0.0797; number 80, C, carries -0.2768; number 81, O, carries -0.1930; number 82, C, carries -0.2739; number 83, C, carries -0.0774; number 84, H, carries 0.0835; number 85, H, carries 0.0800; number 86, H, carries 0.0674; number 87, H, carries 0.1145; number 88, H, carries 0.1080; number 89, H, carries 0.1077; number 90, H, carries 0.1171; number 91, H, carries 0.0672; number 92, H, carries 0.0798; number 93, H, carries 0.0790; number 94, C, carries -0.0720; number 95, C, carries -0.2777; number 96, O, carries -0.1762; number 97, C, carries -0.2736; number 98, C, carries -0.0781; number 99, H, carries 0.0869